Formula: C3H3Br2N2
Source: the Open Molecules 2025 dataset
Level of theory: wB97M-V/def2-TZVPD

Structure (XYZ):
```
10
Properties=species:S:1:pos:R:3
C -0.308 0.902 -0.856
C -0.420 0.281 1.268
C 0.316 -0.941 -0.518
N -0.577 1.230 0.449
N 0.105 -0.926 0.786
Br 1.211 1.924 -1.547
Br 1.187 -2.173 -1.580
H -1.051 0.921 -1.589
H -0.745 0.580 2.283
H 0.281 -1.798 1.303
```

Calculated values
HOMO = -14.7 eV
HOMO-LUMO gap = 8.65 eV
LUMO energy = -6.01 eV
Max |F| = 4.3 eV Å⁻¹
Energy = -5373.29980 Ha
Total charge = +1